[1]
Computed, not measured: the ion C4H8NOS with charge +1, with wB97M-V/def2-TZVPD.

```
15
C4H8NOS, DFT wB97M-V/def2-TZVPD
C -1.09 -1.36 -0.08
C -2.27 -0.80 -0.11
C 0.72 0.47 -0.24
C 2.03 0.65 0.43
N 0.22 -0.71 0.03
O -0.10 1.32 -0.79
S -2.84 0.76 0.14
H -1.04 -2.36 -0.36
H -3.13 -1.46 -0.26
H 2.05 0.28 1.48
H 2.27 1.74 0.53
H 2.97 0.09 -0.02
H -3.90 0.44 -0.64
H 0.92 -1.38 0.45
H 0.05 2.32 -0.65
```

For the HOMO-LUMO gap, the calculation gives 8.5517 eV. The HOMO energy comes out at -12.790 eV. The value obtained for the energy relative to the best compared isomer or geometry (same formula, charge and spin) is 0.996 eV. Its net charge is +1. Its total energy is -685.090108 hartree. As for the max |F|: 3.618 eV/A.


[2]
Computed, not measured: a structure of composition C2H3BeO2P, with wB97M-V/def2-TZVPD.

```
9
C2H3BeO2P, DFT wB97M-V/def2-TZVPD
H -0.67 -0.04 -1.86
O 0.34 -1.67 0.57
C -0.35 -0.58 0.38
H -1.41 -0.49 0.69
C -0.21 0.17 -0.89
O 0.86 0.89 -0.81
Be 1.51 -1.86 0.30
P 0.45 1.28 0.91
H -0.51 2.31 0.70
```

For the HOMO-LUMO gap, the calculation gives 6.8600 eV. The HOMO energy comes out at -19.539 eV. The value obtained for the energy relative to the best compared isomer or geometry (same formula, charge and spin) is 0.000 eV. Its net charge is +2. Its total energy is -583.681847 hartree. As for the max |F|: 11.841 eV/A.


[3]
Computed, not measured: a cluster of 15 separate species, C2H31O16 in total, with wB97M-V/def2-TZVPD.

```
49
C2H31O16, DFT wB97M-V/def2-TZVPD
C 6.18 15.70 20.11
C 6.53 16.20 18.79
O 5.60 16.37 17.95
O 7.66 16.61 18.54
H 5.41 16.36 20.51
H 6.91 15.88 20.90
H 5.76 14.69 20.06
O 8.72 15.38 22.56
H 9.09 16.06 21.98
H 8.04 15.84 23.06
O 6.40 16.50 23.33
H 6.17 17.23 22.75
H 5.84 15.78 23.04
O 5.25 18.50 21.78
H 5.03 18.77 20.89
H 4.81 19.13 22.35
O 10.55 15.81 18.77
H 9.70 16.02 19.15
H 10.46 16.04 17.85
O 5.57 16.15 15.30
H 6.08 16.85 14.89
H 5.69 16.29 16.24
O 7.00 19.58 18.62
H 7.19 18.73 19.01
H 7.58 19.63 17.86
O 4.37 14.85 22.60
H 3.92 14.90 23.44
H 3.77 15.27 21.98
O 4.27 13.79 17.20
H 4.79 13.29 17.82
H 4.73 14.62 17.11
O 8.48 16.11 15.72
H 9.36 16.50 15.74
H 8.06 16.45 16.51
O 8.84 18.23 21.93
H 8.79 18.93 22.59
H 8.19 18.47 21.27
O 6.03 12.78 22.92
H 6.42 13.08 23.74
H 5.40 13.46 22.68
O 4.11 18.71 16.74
H 4.62 18.19 17.36
H 3.57 18.07 16.27
O 5.30 11.45 20.37
H 5.60 11.58 19.47
H 5.72 12.16 20.87
O 8.65 13.56 19.00
H 8.92 14.20 18.35
H 8.92 13.94 19.84
```

As for the expectation value of S²: 0.756. For the HOMO-LUMO gap (alpha / beta), the calculation gives 10.0911 / 5.1937 eV. The HOMO energy (alpha / beta) comes out at -10.860 / -10.846 eV. The value obtained for the energy relative to the best compared isomer or geometry (same formula, charge and spin) is 0.203 eV. Its net charge is 0. Its total energy is -1298.527582 hartree. The multiplicity is 2. As for the max |F|: 2.909 eV/A.


[4]
Computed, not measured: a cluster of 2 separate species, C4H9NO2 in total, with wB97M-V/def2-TZVPD.

```
16
C4H9NO2, DFT wB97M-V/def2-TZVPD
C 0.20 -0.53 -0.46
C -0.62 -0.28 -1.70
N -0.77 0.30 1.11
C 1.35 0.11 -0.05
C 2.31 0.36 0.79
O -1.60 -0.87 1.35
O -1.61 1.29 0.48
H -2.02 1.78 1.21
H -1.89 -0.78 2.27
H 0.10 -1.54 -0.07
H 1.64 -0.13 -1.32
H -0.32 0.65 -2.18
H -0.52 -1.11 -2.40
H -1.66 -0.17 -1.37
H 2.06 0.44 1.84
H 3.34 0.48 0.48
```

For the HOMO-LUMO gap (alpha / beta), the calculation gives 8.8967 / 8.8974 eV. The HOMO energy (alpha / beta) comes out at -8.196 / -8.197 eV. The value obtained for the energy relative to the best compared isomer or geometry (same formula, charge and spin) is 8.561 eV. Its net charge is 0. Its total energy is -362.770925 hartree. As for the max |F|: 7.629 eV/A.